Density functional theory data (ωB97M-V/def2-TZVPD) for a 13-piece molecular cluster, C16H54F3N25O15S overall at a distorted geometry.

```
! wB97M-V def2-TZVPD RIJCOSX def2/J DEFGRID3
* xyz 0 1
S -1.423 1.054 2.945
F -3.141 -0.732 1.332
F -1.105 -1.506 1.165
F -2.563 -2.534 2.338
O -1.160 1.356 1.351
O 1.587 -2.563 5.062
O -1.769 -0.661 3.113
O -7.902 7.625 1.535
O -1.618 2.130 -4.006
O 0.427 6.339 -4.534
O 5.860 -6.916 -3.398
O -2.645 1.723 3.320
O -5.408 4.734 -1.175
O 7.480 -0.371 -5.421
O 0.380 6.110 3.226
O -3.178 -7.806 2.401
O 6.427 -6.830 2.008
O 1.877 -6.817 -0.776
O 3.856 -1.969 -1.821
N 2.052 -0.922 -0.919
N -2.029 2.417 0.849
N 6.133 -0.824 -3.651
N 1.560 8.264 -4.914
N -0.895 4.031 -4.999
N -8.842 7.630 3.599
N 1.011 -4.758 5.042
N 7.453 -7.692 3.836
N -2.328 -5.743 1.985
N -4.014 -6.028 3.534
N -5.779 5.811 0.791
N 5.071 -5.109 -2.271
N 2.124 -3.213 -1.054
N -0.188 8.210 -3.413
N 5.275 -0.764 -5.785
N -0.423 -3.160 4.199
N -1.401 2.173 -6.263
N -9.916 6.633 1.819
N 7.187 -5.414 3.605
N -5.902 6.950 -1.196
N 3.897 -7.858 -0.905
N -1.436 4.768 3.439
N -0.474 5.744 5.295
N 6.738 -4.869 -3.838
N 3.345 -6.611 0.943
C -2.139 -1.297 1.973
C -2.590 1.999 -0.243
C 6.373 -0.634 -4.980
C 5.887 -5.712 -3.181
C -8.827 7.316 2.271
C -4.015 2.416 -0.530
C -1.322 2.746 -5.025
C 6.986 -6.657 3.081
C -1.938 1.107 -1.263
C -5.677 5.761 -0.564
C 0.780 -3.434 4.787
C 2.747 -2.029 -1.298
C -0.455 5.575 3.935
C 2.967 -7.082 -0.279
C 0.588 7.528 -4.302
C -3.172 -6.610 2.623
H -1.769 1.638 -2.215
H -4.648 -6.632 4.022
H 1.219 -3.286 -0.629
H 1.712 9.239 -4.739
H 0.234 6.331 5.693
H 2.479 -0.029 -1.078
H 4.431 -5.694 -1.768
H -2.130 4.319 4.006
H 2.599 -4.057 -1.323
H -1.165 2.652 -7.111
H 7.321 -8.619 3.475
H 5.081 -4.124 -2.078
H -4.029 -5.045 3.730
H -1.453 4.617 2.445
H -0.645 4.556 -5.814
H -1.096 -3.865 3.967
H 2.148 7.789 -5.572
H -0.994 0.663 -0.936
H -0.071 9.183 -3.206
H 7.915 -7.574 4.717
H -1.149 5.315 5.898
H 4.359 -0.982 -5.443
H 5.226 -1.044 -3.270
H 6.774 -3.879 -3.678
H 7.644 -5.247 4.481
H -1.695 -6.131 1.308
H -6.007 6.646 1.299
H -1.714 1.222 -6.310
H 1.146 -0.958 -0.492
H 5.412 -0.633 -6.769
H -9.931 6.388 0.846
H 4.795 -8.074 -0.513
H -0.820 4.477 -4.105
H -4.431 2.994 0.289
H -6.130 7.798 -0.711
H 1.884 -4.995 5.473
H -9.590 7.385 4.219
H -10.687 6.368 2.400
H -2.635 0.279 -1.464
H -5.838 6.958 -2.196
H 7.353 -5.276 -4.516
H 2.691 -6.032 1.435
H -0.909 7.696 -2.943
H 6.856 -4.632 3.071
H -0.631 -2.196 3.993
H -4.115 2.924 -1.485
H -2.314 -4.757 2.158
H -8.055 8.134 3.960
H -4.570 1.467 -0.567
H 3.661 -8.220 -1.811
H 0.360 -5.489 4.822
H 4.237 -6.813 1.365
H 6.914 -0.738 -3.028
H -5.627 4.958 1.295
*
```

Summary:
Kohn-Sham gap: 9.448 eV
lowest unoccupied orbital energy: 0.0080 hartree